DFT (ωB97M-V/def2-TZVPD) results for C6H10Br3FINO4S as an isolated structure at a distorted geometry.

```
27
Properties=species:S:1:pos:R:3:forces:R:3
C 3.8191 -1.4202 0.3258 -0.19 0.73 0.13
C 2.6402 -0.5392 -0.2298 0.14 -1.52 -0.24
C 1.9633 0.2524 0.8829 -0.08 -1.45 -1.09
O 2.3915 1.3058 1.1527 0.90 2.50 0.95
O 0.8804 -0.2507 1.5754 -0.05 -0.25 -0.69
C -0.3501 0.1655 0.9647 -1.10 -0.97 -0.42
C -1.0692 -1.0630 0.2982 1.11 0.34 0.69
N -2.2482 -1.4690 1.1180 -0.22 0.75 -1.14
I -2.3419 -3.5678 1.2744 0.02 0.44 0.23
S -3.7234 -1.0381 0.3883 -2.40 -2.76 0.78
O -4.7345 -1.3203 1.3366 -0.02 0.93 1.20
O -3.9318 -1.7819 -0.8085 1.12 1.46 -1.35
F -3.8046 0.5331 0.1495 1.18 -1.16 0.08
H 4.6463 -1.4487 -0.3979 -0.37 -0.08 0.16
H 4.1993 -0.9006 1.2193 0.05 -0.50 -0.18
H 3.5149 -2.4468 0.5593 0.04 0.35 0.10
H 1.9468 -1.2040 -0.7707 0.04 0.33 0.21
H 3.0948 0.1353 -0.9667 -0.47 0.19 0.44
H -1.0265 0.5244 1.7544 0.43 0.23 -0.26
H -0.2012 0.9063 0.1713 0.16 0.10 0.56
H -1.2983 -0.8734 -0.7622 -0.15 -0.18 0.34
H -0.3410 -1.8826 0.3750 -0.29 0.27 -0.31
C -0.8166 3.5809 -1.8598 -0.03 0.05 -0.10
Br -2.2714 2.4340 -1.3031 0.34 0.22 -0.17
Br 0.9080 2.8536 -1.3882 -0.16 0.12 -0.08
Br -0.9226 4.0026 -3.7399 0.00 -0.07 0.15
H -0.9235 4.5123 -1.3191 0.01 -0.07 -0.02
```
Positions in Å, forces in eV/Å.

Largest force on an atom, hartree/bohr: 0.073
Spin multiplicity: 1
Energy, hartree: -9108.0290
E_LUMO, eV: -1.59

DFT (ωB97M-V/def2-TZVPD) results for C27H27As3N3O8RuS7 as an isolated structure.

```
76
Properties=species:S:1:pos:R:3:forces:R:3
Ru 0.4731 0.0645 -0.2899 0.32 -0.05 -0.15
S -5.3406 2.6567 -0.9769 -0.04 0.09 0.04
As -3.9622 2.1003 -2.4570 0.12 -0.10 -0.06
S -1.9273 2.2454 -1.3374 -0.12 0.06 0.07
S -0.9195 0.6072 -2.0333 0.25 -0.01 0.16
S -3.7739 3.1605 -4.2579 -0.05 0.04 -0.04
S 4.7695 -0.1813 1.5495 -0.06 -0.02 -0.01
C 3.2667 -0.1512 0.8463 0.01 0.01 -0.11
S 1.8022 -0.5732 1.6630 -0.04 -0.07 -0.05
S 2.9738 0.2845 -0.8172 -0.20 0.10 -0.01
C 3.4641 -4.2616 1.7691 0.01 -0.01 0.07
O 2.4122 -3.8572 0.9121 -0.01 -0.11 0.12
C 1.1482 -4.1475 1.3458 -0.14 -0.15 -0.17
O 0.9497 -4.9188 2.2735 0.14 0.12 0.02
C 0.1545 -3.4342 0.5994 -0.06 0.05 0.12
C -1.2310 -3.6912 0.7140 0.06 -0.14 -0.17
As -1.8947 -5.2311 -0.2573 -0.06 0.08 -0.05
C -0.2388 -6.3068 -0.2932 -0.01 0.01 -0.05
C -1.5550 -4.2167 -2.0165 0.12 -0.01 0.07
C -0.6548 -3.2438 -2.2099 0.08 0.06 0.01
As 0.5679 -2.3398 -0.9044 -0.24 -0.26 -0.02
C 2.2127 -2.9573 -1.7319 0.07 0.01 0.01
C -0.4213 -2.6656 -3.5629 -0.18 0.12 0.04
O 0.0824 -1.5871 -3.7608 0.01 -0.22 -0.08
O -0.7778 -3.5016 -4.5626 0.15 0.07 0.04
C -0.7243 -2.9377 -5.8717 -0.03 0.02 -0.03
C -2.5619 -4.5359 -3.0873 -0.09 0.04 0.04
O -3.4786 -3.8056 -3.3346 0.01 -0.06 0.03
O -2.4976 -5.7361 -3.7164 -0.08 0.07 0.00
C -1.3508 -6.5485 -3.5414 0.08 -0.11 0.01
C -2.2505 -2.6789 0.6431 -0.02 0.18 0.22
O -3.4275 -2.8964 0.3980 0.04 0.10 -0.06
O -1.8216 -1.4075 0.9512 -0.05 -0.23 -0.02
C -2.8592 -0.4233 0.8989 -0.02 0.09 -0.01
H 4.3833 -3.9992 1.2506 0.03 -0.01 0.03
H 3.4185 -5.3336 1.9717 0.02 0.04 -0.01
H 3.4118 -3.7140 2.7119 0.02 -0.02 0.00
H 0.0264 -6.5080 0.7429 0.00 0.00 0.02
H 0.5880 -5.7828 -0.7712 0.01 0.00 0.00
H -0.4260 -7.2487 -0.8053 -0.01 -0.02 -0.02
H 2.1660 -4.0438 -1.8284 0.04 0.09 0.03
H 3.0499 -2.6589 -1.1087 -0.03 -0.01 -0.06
H 2.2845 -2.4767 -2.7061 -0.02 0.01 0.01
H -0.9024 -3.7649 -6.5550 0.00 0.04 0.00
H 0.2474 -2.4806 -6.0542 -0.01 -0.02 -0.01
H -1.5022 -2.1822 -5.9794 0.02 0.01 -0.01
H -1.2514 -7.1348 -4.4548 0.03 0.00 0.04
H -1.4919 -7.2212 -2.6929 0.05 0.02 -0.05
H -0.4513 -5.9491 -3.3964 -0.01 -0.04 0.01
H -2.4020 0.5145 1.2159 -0.05 -0.05 -0.04
H -3.6804 -0.6975 1.5621 0.04 0.02 -0.04
H -3.2405 -0.3113 -0.1166 -0.02 -0.01 0.08
N 0.1954 6.1190 3.6396 0.07 0.13 -0.05
C 0.4311 7.4554 3.8739 -0.05 -0.02 0.07
C 0.1741 8.2808 4.9626 0.02 0.00 -0.04
C 0.5557 9.6027 4.8420 0.01 0.06 0.02
C 1.1721 10.0871 3.6774 -0.02 -0.02 0.04
C 1.4225 9.2606 2.6013 -0.01 -0.03 0.02
C 1.0443 7.9230 2.7032 0.02 -0.03 -0.06
N 1.1745 6.8955 1.7867 -0.06 -0.05 0.15
C 0.6618 5.8497 2.3777 0.01 -0.13 -0.13
C 0.5793 4.5069 1.7832 0.02 0.05 0.00
C 0.9886 4.3162 0.4692 -0.06 -0.13 0.08
C 0.8957 3.0512 -0.0781 0.01 0.01 -0.06
N 0.4561 1.9973 0.6182 -0.06 0.22 0.06
C 0.0737 2.1749 1.8840 -0.03 -0.09 -0.01
C 0.1040 3.4104 2.4968 0.06 0.04 -0.10
H -0.2464 5.4663 4.2607 -0.01 0.01 -0.02
H -0.3008 7.9117 5.8610 -0.02 -0.02 0.04
H 0.3755 10.2825 5.6648 0.00 0.01 0.01
H 1.4543 11.1301 3.6274 0.00 0.03 0.00
H 1.8958 9.6253 1.7010 0.02 0.01 -0.04
H 1.3579 5.1420 -0.1177 0.00 0.05 0.00
H 1.1803 2.8547 -1.1055 -0.02 0.01 0.11
H -0.2579 1.2914 2.4165 0.04 0.06 -0.06
H -0.2233 3.4753 3.5245 -0.01 0.03 0.03
```
Positions in Å, forces in eV/Å.

Largest force on an atom, hartree/bohr: 0.007
Relative energy (zero: lowest compared OMol25 entry of this formula, charge and spin), eV: 0.736
Spin multiplicity: 6
Energy, hartree: -11400.8799
Charge: -2
E_LUMO (alpha / beta), eV: 3.02 / 2.80

DFT (ωB97M-V/def2-TZVPD) results for an isolated ion of composition C19H23N2O and charge +1 at a distorted geometry.

```
45
Properties=species:S:1:pos:R:3:forces:R:3
C -1.2290 -0.9776 2.7249 -0.11 -0.20 0.07
N -0.0586 -1.0585 1.7330 0.32 0.09 1.20
C 0.6987 -2.3721 2.1978 -0.51 0.19 0.09
C 2.2053 -2.2788 2.2039 1.03 0.31 -0.16
O 2.6639 -1.1479 1.4646 -0.14 -0.22 0.97
C 2.2459 0.0394 2.1455 0.53 -0.40 -0.10
C 0.7757 0.2586 1.8667 -0.16 0.31 -0.21
H -1.0024 -0.2113 3.4678 -0.16 -0.23 -0.13
H -2.1691 -0.7634 2.2177 0.28 0.25 0.03
H -1.3422 -1.9453 3.2308 -0.08 0.42 -0.29
H 0.4070 -2.5958 3.2297 -0.22 0.33 -0.40
H 0.3573 -3.2063 1.5797 -0.13 0.50 0.20
H 2.5325 -2.2230 3.2665 0.14 0.08 -0.68
H 2.6523 -3.1785 1.7517 -0.16 0.39 0.13
H 2.4410 0.0078 3.2433 0.18 -0.22 -0.71
H 2.8305 0.8496 1.6797 -0.34 -0.18 0.43
H 0.7143 0.8152 0.9356 -0.31 -0.44 -0.09
H 0.3271 0.9159 2.6185 -0.06 -0.45 -0.06
C -0.0598 -2.3884 -0.4774 0.22 -0.63 -0.17
C -0.6304 -1.2127 0.2819 -0.49 1.93 -2.18
N -0.5602 0.0519 -0.6005 0.67 -1.73 1.26
C -1.4880 1.1103 -0.6190 -0.31 0.22 -0.65
C -2.6850 1.2543 0.0570 -0.18 0.58 0.17
C -3.4932 2.3614 -0.2579 0.17 -0.03 -0.11
C -3.1293 3.3033 -1.2397 0.32 -0.11 -0.06
C -1.9123 3.1571 -1.9200 -0.42 -0.23 0.36
C -1.1263 2.0402 -1.6267 -0.54 0.25 0.54
C 0.0572 1.5539 -2.2607 0.58 -0.46 -0.02
C 0.4004 0.3305 -1.6160 0.20 0.50 -0.89
C 1.4904 -0.3817 -2.1148 0.60 -0.11 -0.30
C 2.1530 0.0768 -3.2783 -0.25 0.20 0.42
C 1.8026 1.2941 -3.8959 -0.28 -0.08 0.20
C 0.7610 2.0649 -3.3598 0.34 -0.64 0.12
H -0.5135 -3.3498 -0.1942 0.01 0.42 0.08
H -0.3181 -2.2376 -1.5258 0.20 -0.05 0.05
H 1.0309 -2.4935 -0.3673 -0.48 0.13 -0.15
H -1.6986 -1.3771 0.4340 0.17 0.09 -0.02
H -2.9586 0.5398 0.8242 -0.31 0.16 -0.05
H -4.4345 2.5078 0.2668 0.17 -0.14 -0.07
H -3.8044 4.1377 -1.4856 0.43 -0.49 0.27
H -1.5706 3.8686 -2.6796 -0.31 -0.28 0.29
H 1.8563 -1.2706 -1.6088 0.00 0.23 -0.38
H 2.9725 -0.5189 -3.7076 -0.46 0.31 0.38
H 2.3314 1.6162 -4.8040 -0.25 -0.12 0.56
H 0.4766 3.0336 -3.7815 0.12 -0.44 0.05
```
Positions in Å, forces in eV/Å.

Largest force on an atom, hartree/bohr: 0.057
Relative energy (zero: lowest compared OMol25 entry of this formula, charge and spin), eV: 2.761
Spin multiplicity: 1
SMILES: C[C@H](n1c2ccccc2c2ccccc21)[N+]1(C)CCOCC1
Energy, hartree: -922.2652
Charge: +1
E_LUMO, eV: -2.39